(1)
The following is a quantum chemistry calculation of C43H40GeMnN3O3 as an isolated structure in a non-equilibrium geometry, from OMol25.

Output
charge = -2
DFT total energy = -5280.54818 a.u.
HOMO energy (alpha / beta) = -0.1367 / -0.7618 eV
largest force on an atom = 2.335 eV/Å
LUMO (alpha / beta) = 4.59 / 4.59 eV
frontier orbital gap (alpha / beta) = 4.72 / 5.35 eV
multiplicity = 5

Each line ends with the Mulliken charge.
Positions of all 91 atoms, in Å:
Mn: -0.18839 0.37657 1.86763  0.011
C: 4.29753 -0.00586 1.62480  -1.635
C: 3.92943 1.29109 0.94756  1.560
C: 4.81676 1.91782 0.07373  -1.083
C: 4.47761 3.11526 -0.54654  -0.909
C: 3.23671 3.68376 -0.28757  -0.977
C: 2.31880 3.07657 0.57222  1.213
C: 0.98472 3.71726 0.86795  -0.990
C: 2.67789 1.87098 1.18890  -0.345
N: 1.79048 1.25554 2.10536  0.073
C: 2.13415 1.42403 3.38786  -0.184
O: 3.07204 2.05013 3.89093  -0.830
C: 1.20769 0.69216 4.33370  0.590
C: 1.30613 0.74251 5.70236  -0.633
C: 0.38745 0.01740 6.44312  -0.246
C: -0.56850 -0.75338 5.80250  -0.633
C: -0.58078 -0.74863 4.42211  0.371
N: 0.27861 -0.02247 3.73843  0.642
C: -1.51736 -1.59269 3.57795  -0.224
O: -2.28015 -2.35841 4.18358  -0.831
N: -1.31097 -1.39422 2.27317  0.378
C: -2.09629 -2.13932 1.37194  -0.603
C: -3.46507 -1.88554 1.23711  1.858
C: -4.11105 -0.77591 2.03371  -1.569
C: -4.20182 -2.65859 0.34246  -0.930
C: -3.59821 -3.65465 -0.41741  -0.844
C: -2.22981 -3.85821 -0.30256  -0.694
C: -1.46437 -3.09559 0.57784  1.255
C: 0.03167 -3.29014 0.68041  -1.419
H: 5.22779 -0.40384 1.21367  0.505
H: 3.50873 -0.75207 1.49524  0.232
H: 4.42705 0.14569 2.70321  0.324
H: 5.78623 1.46172 -0.11337  0.323
H: 5.17474 3.59981 -1.22234  0.380
H: 2.96373 4.62446 -0.75658  0.342
H: 0.83844 4.60761 0.24550  0.390
H: 0.91048 4.00106 1.92813  0.302
H: 0.17462 3.01123 0.67519  -0.223
H: 2.08423 1.34775 6.14723  0.512
H: 0.42009 0.05022 7.52566  0.404
H: -1.30011 -1.35677 6.32191  0.498
H: -3.51279 0.14228 1.98206  0.094
H: -4.17460 -1.05349 3.08904  0.299
H: -5.11811 -0.57256 1.66089  0.438
H: -5.26411 -2.45802 0.22649  0.297
H: -4.18364 -4.24187 -1.12009  0.396
H: -1.73724 -4.60516 -0.92061  0.362
H: 0.41931 -3.80441 -0.20650  0.412
H: 0.29730 -3.87782 1.56781  0.392
H: 0.52999 -2.33180 0.76798  -0.178
C: -0.59741 0.46655 -0.00569  0.797
Ge: -0.31359 -0.12344 -1.74052  2.208
C: -1.85437 -1.05128 -2.58569  0.226
C: -3.10471 -0.41751 -2.52774  -0.881
C: -4.23109 -0.96955 -3.13968  -0.698
C: -4.13778 -2.18286 -3.81802  -0.566
C: -2.92065 -2.85384 -3.84757  -0.830
C: -1.79740 -2.29516 -3.23043  -0.147
C: -0.06763 1.38942 -3.02383  -0.095
C: -1.04381 1.83545 -3.91897  -0.168
C: -0.85473 2.98744 -4.68919  -0.718
C: 0.32675 3.71226 -4.58409  -0.433
C: 1.31596 3.28054 -3.70430  -0.693
C: 1.11401 2.13761 -2.93152  -0.291
C: 1.32052 -1.15715 -2.03586  0.259
C: 2.32882 -1.03431 -1.07267  1.302
C: 3.57139 -1.64382 -1.24593  -0.469
C: 3.81809 -2.40918 -2.38015  -0.571
C: 2.82240 -2.55350 -3.34486  -0.878
C: 1.58991 -1.92178 -3.17592  -0.572
H: -1.59294 0.91858 -0.05177  -0.365
H: -3.20058 0.52238 -1.98502  0.370
H: -5.18700 -0.45666 -3.07391  0.386
H: -5.00966 -2.60672 -4.30650  0.337
H: -2.84357 -3.81764 -4.34444  0.333
H: -0.86298 -2.85194 -3.24618  0.353
H: -1.97048 1.27627 -4.02613  0.283
H: -1.63088 3.31567 -5.37148  0.367
H: 0.47705 4.60429 -5.18125  0.336
H: 2.24505 3.84029 -3.61499  0.386
H: 1.89153 1.82486 -2.23416  0.183
H: 2.13164 -0.45353 -0.17659  -1.269
H: 4.34591 -1.50753 -0.49577  0.205
H: 4.78350 -2.88563 -2.51800  0.354
H: 3.00693 -3.15303 -4.23028  0.355
H: 0.84151 -2.01187 -3.95904  0.399
C: -2.31170 2.75294 2.18012  -1.078
O: -1.44323 1.74750 2.53482  -0.312
H: -1.85517 3.76099 2.21623  0.222
H: -3.19795 2.80253 2.83607  0.274
H: -2.70872 2.65089 1.14712  0.230



(2)
The following is a quantum chemistry calculation of C43H41As2Cl2N3OPS2Ti as an isolated structure, from OMol25.

Output
charge = +1
DFT total energy = -9281.69826 a.u.
energy above the lowest of the compared OMol25 structures with the same formula, charge and spin = 6.7 kJ/mol
HOMO energy = -9.6632 eV
largest force on an atom = 0.780 eV/Å
LUMO = -2.32 eV
frontier orbital gap = 7.34 eV

Each line ends with the Mulliken charge.
Positions of all 96 atoms, in Å:
Ti: -0.01701 0.12481 -0.56603  -0.728
O: -2.35964 0.74097 0.53255  -0.679
C: -1.97710 -0.31370 0.04909  0.570
C: -2.79067 -1.55754 0.04838  0.082
C: -4.17462 -1.52140 0.19055  -0.443
C: -4.89924 -2.69616 0.09123  -0.825
C: -4.24102 -3.90074 -0.14302  -0.740
C: -2.86120 -3.93748 -0.27567  -0.340
C: -2.12534 -2.76042 -0.17931  0.471
P: -0.30755 -2.65539 -0.33800  1.704
C: 0.09836 -3.87753 -1.63180  0.552
C: 0.37375 -3.44210 -2.92265  -0.209
C: 0.64455 -4.35145 -3.93606  -0.753
C: 0.64616 -5.70997 -3.66441  -0.709
C: 0.38309 -6.15630 -2.37521  -0.862
C: 0.11577 -5.24857 -1.36348  -0.663
C: 0.32836 -3.55699 1.11907  0.157
C: -0.46520 -4.00129 2.17008  -0.687
C: 0.09768 -4.72435 3.21493  -0.796
C: 1.45424 -5.01135 3.21425  -0.717
C: 2.25272 -4.57386 2.16383  -0.814
C: 1.69250 -3.85147 1.12448  -0.266
H: -4.66325 -0.56930 0.35855  0.526
H: -5.97728 -2.68019 0.18292  0.455
H: -4.81181 -4.81595 -0.23162  0.447
H: -2.36448 -4.87972 -0.46919  0.458
H: 0.38973 -2.38814 -3.14111  0.318
H: 0.86032 -3.98958 -4.93311  0.508
H: 0.86010 -6.42217 -4.45050  0.406
H: 0.39203 -7.21562 -2.15437  0.434
H: -0.06639 -5.61546 -0.36092  0.477
H: -1.52908 -3.79701 2.17241  0.376
H: -0.53013 -5.07020 4.02620  0.448
H: 1.88667 -5.58820 4.02155  0.417
H: 3.30967 -4.80827 2.15057  0.481
H: 2.31870 -3.53074 0.29763  0.461
C: -2.64414 -0.73403 3.24808  -1.179
C: -1.16622 -0.93603 3.29899  0.459
N: -0.31249 -0.74064 2.32698  0.783
C: 0.96728 -1.02709 2.73964  -1.159
C: 1.08255 -1.46850 4.02210  0.108
S: -0.45007 -1.49345 4.75328  -0.298
C: 2.11081 -0.74281 1.86887  -0.937
C: 3.40341 -0.86760 2.26727  -0.271
S: 4.45435 -0.32126 1.04758  -0.255
C: 3.12467 0.06090 0.05722  -0.217
N: 1.95489 -0.23727 0.58461  1.872
C: 3.33896 0.78230 -1.22105  -0.280
H: -2.89116 0.13865 2.64827  0.138
H: -3.04503 -0.60927 4.25306  0.639
H: -3.12802 -1.60168 2.79732  0.185
H: 1.97039 -1.75291 4.56009  0.423
H: 3.76842 -1.24524 3.20649  0.494
H: 4.31744 0.55619 -1.64165  0.721
H: 3.29518 1.85747 -1.03567  0.096
H: 2.56329 0.52221 -1.93331  -0.948
C: -2.06213 2.79418 -3.10357  -1.590
As: -0.79950 2.52766 -1.65431  1.046
C: 0.77539 3.29227 -2.50873  -0.826
C: -1.29849 3.93793 -0.41681  0.380
C: -2.12944 4.99482 -0.77581  -0.876
C: -2.46828 5.96790 0.15234  -0.756
C: -1.97730 5.89298 1.44668  -0.875
C: -1.14891 4.84310 1.81267  -0.814
C: -0.80872 3.86092 0.88783  0.045
As: 0.33763 2.36280 1.34548  1.597
C: 0.05723 2.24565 3.26751  -1.619
C: 2.08682 3.23936 1.38847  -1.272
H: -1.98725 3.82345 -3.45136  0.548
H: -3.07484 2.57845 -2.77196  0.348
H: -1.79886 2.12639 -3.92045  0.329
H: 0.52127 4.25037 -2.95993  0.468
H: 1.12631 2.59812 -3.27278  0.185
H: 1.56817 3.44442 -1.77826  0.136
H: -2.52746 5.06824 -1.77920  0.353
H: -3.11788 6.78401 -0.13539  0.419
H: -2.24191 6.64959 2.17359  0.420
H: -0.77811 4.79742 2.82883  0.339
H: 0.35503 3.18215 3.73621  0.676
H: 0.66442 1.43718 3.67031  0.309
H: -0.99286 2.04503 3.47220  0.401
H: 2.03360 4.14085 1.99778  0.510
H: 2.40938 3.51222 0.38604  0.277
H: 2.81567 2.55333 1.82387  0.372
Cl: -2.61377 -0.48340 -2.91324  -0.063
C: -1.30088 -0.40384 -4.04558  0.920
C: -1.63757 -0.55764 -5.37923  -0.653
C: -0.65203 -0.54599 -6.35050  -0.732
C: 0.66721 -0.39404 -5.96457  -0.593
C: 0.98563 -0.24303 -4.62592  1.258
Cl: 2.67451 -0.11741 -4.24688  -0.213
C: 0.02606 -0.22091 -3.59151  -2.679
N: 0.35613 -0.08798 -2.26275  1.882
H: -2.67736 -0.69208 -5.64184  0.515
H: -0.90917 -0.66277 -7.39371  0.432
H: 1.46607 -0.39587 -6.69275  0.503



(3)
The following is a quantum chemistry calculation of C43H41Cl2N3O3P2SSn as an isolated structure, from OMol25.

Output
charge = 0
DFT total energy = -4268.81155 a.u.
energy above the lowest of the compared OMol25 structures with the same formula, charge and spin = 33.4 kJ/mol
HOMO energy = -7.7488 eV
largest force on an atom = 0.703 eV/Å
LUMO = -0.11 eV
frontier orbital gap = 7.64 eV

Each line ends with the Mulliken charge.
Positions of all 96 atoms, in Å:
Sn: -0.20137 0.13946 0.58231  1.259
O: -2.83811 5.04170 -0.27477  -0.674
C: -3.46683 4.18372 -1.09593  0.457
C: -4.39600 4.71253 -1.99372  -0.691
C: -5.06614 3.88731 -2.87379  -0.350
C: -4.82836 2.51332 -2.88415  -0.840
C: -3.90988 1.98667 -1.99816  -0.342
C: -3.21954 2.80129 -1.09666  0.501
C: -2.22952 2.18381 -0.18959  0.877
O: -1.98001 0.92472 -0.34085  -0.894
N: -1.64020 2.95365 0.69399  -0.950
N: -0.76534 2.18923 1.44810  0.226
C: -0.50873 2.55329 2.64143  -0.209
C: 0.12967 1.64807 3.58968  -0.031
C: 0.87422 2.16838 4.65764  -0.628
C: 1.33135 1.36093 5.67232  -0.656
C: 0.97875 0.00624 5.65775  -0.398
C: 0.23271 -0.52105 4.62919  -0.370
C: -0.16816 0.26500 3.53263  0.403
O: -0.81132 -0.31952 2.52829  -1.002
H: -2.25585 4.51162 0.31560  0.572
H: -4.57385 5.77964 -1.97176  0.444
H: -5.78491 4.31702 -3.56060  0.388
H: -5.35775 1.86730 -3.57116  0.445
H: -3.69446 0.92630 -1.98711  0.343
H: -0.89945 3.50866 2.99207  0.449
H: 1.09823 3.22945 4.66330  0.427
H: 1.93573 1.76676 6.47144  0.411
H: 1.30381 -0.64175 6.46260  0.372
H: -0.04478 -1.56755 4.61730  0.466
C: 1.39825 -1.34098 -7.85912  -0.630
S: 2.84777 -0.47944 -7.21156  -0.144
C: 3.44391 -1.69292 -5.99345  -1.168
C: 3.08727 -1.35038 -4.54912  -0.245
C: 1.57538 -1.31438 -4.37539  -0.681
N: 1.07981 -1.01634 -3.02138  0.674
P: 1.27488 -2.11451 -1.70715  0.340
C: 1.03370 -3.75922 -2.48214  0.061
C: 1.94059 -4.45671 -3.28391  0.197
C: 1.59590 -5.67291 -3.85471  -0.954
C: 0.33273 -6.21018 -3.64352  -0.556
C: -0.58368 -5.52841 -2.85743  -0.749
C: -0.23024 -4.31591 -2.27946  -0.478
C: 3.06203 -2.00495 -1.34704  1.134
C: 3.89338 -3.09686 -1.10285  -0.416
C: 5.21573 -2.90751 -0.71798  -0.762
C: 5.72055 -1.62621 -0.56200  -0.676
C: 4.88865 -0.53095 -0.75972  -0.804
C: 3.56873 -0.72028 -1.13503  -0.600
P: -0.25335 0.06461 -2.82267  -0.148
C: -1.28340 -0.35647 -4.28051  0.878
C: -2.10345 -1.47706 -4.14703  -0.526
C: -2.88400 -1.91620 -5.20617  -0.800
C: -2.86519 -1.22519 -6.41119  -0.570
C: -2.06227 -0.10192 -6.55144  -0.751
C: -1.27385 0.32990 -5.49238  -0.558
C: 0.42722 1.69250 -3.27057  1.205
C: 1.79004 1.95611 -3.34726  -0.094
C: 2.24700 3.25942 -3.51137  -0.846
C: 1.34679 4.31072 -3.58505  -0.753
C: -0.01823 4.05910 -3.49909  -0.827
C: -0.47372 2.76102 -3.34254  -0.588
H: 0.98382 -0.71281 -8.64646  0.351
H: 0.63763 -1.48625 -7.09204  0.033
H: 1.68391 -2.29981 -8.28994  0.335
H: 4.52490 -1.74534 -6.11634  0.501
H: 3.02560 -2.66326 -6.27116  0.373
H: 3.51989 -0.38264 -4.28688  0.210
H: 3.54496 -2.08838 -3.88916  0.039
H: 1.14878 -2.26582 -4.71548  0.456
H: 1.19633 -0.53479 -5.03672  0.251
H: 2.92446 -4.04938 -3.47244  0.470
H: 2.31470 -6.20337 -4.46662  0.454
H: 0.06634 -7.16014 -4.08899  0.396
H: -1.56819 -5.94390 -2.68483  0.435
H: -0.94343 -3.78903 -1.65482  0.433
H: 3.51220 -4.10528 -1.20065  0.476
H: 5.84962 -3.76594 -0.53559  0.417
H: 6.75372 -1.48042 -0.27480  0.396
H: 5.26553 0.47270 -0.60815  0.448
H: 2.92221 0.13967 -1.26767  0.317
H: -2.12636 -2.00929 -3.20158  0.321
H: -3.51186 -2.79058 -5.09054  0.455
H: -3.48045 -1.55894 -7.23712  0.426
H: -2.04366 0.43799 -7.49000  0.480
H: -0.64509 1.20400 -5.61353  0.408
H: 2.49790 1.14043 -3.28689  -0.056
H: 3.31112 3.45051 -3.57189  0.452
H: 1.70491 5.32458 -3.70902  0.382
H: -0.72855 4.87525 -3.53888  0.472
H: -1.54110 2.57485 -3.27874  0.704
Cl: 4.18890 -3.95928 2.82542  -0.177
C: 2.61023 -3.41127 2.24240  -0.020
Cl: 2.50210 -1.65435 2.13324  -0.094
H: 1.85223 -3.75564 2.93508  0.373
H: 2.46125 -3.81727 1.24824  -0.092